# 1
DFT (ωB97M-V/def2-TZVPD) results for an isolated molecule of C6H4O at a distorted geometry.

Last column: natural (NBO) charge in e.
CARTESIAN COORDINATES (ANGSTROEM)
C: -2.764 1.171 -0.416  -0.165
C: -1.659 0.755 -0.141  -0.084
C: -0.376 0.232 0.186  0.182
C: 0.043 -1.053 0.368  -0.285
C: 1.420 -1.144 0.052  -0.336
C: 1.825 0.108 -0.374  0.151
O: 0.823 0.980 -0.301  -0.413
H: -3.733 1.583 -0.639  0.242
H: -0.500 -1.199 1.386  0.265
H: 2.092 -1.952 0.332  0.232
H: 2.829 0.521 -0.454  0.211

SMILES	C#Cc1ccco1

***

# 2
DFT (ωB97M-V/def2-TZVPD) results for an isolated molecule of C6H4O at a distorted geometry.

Last column: natural (NBO) charge in e.
CARTESIAN COORDINATES (ANGSTROEM)
C: 0.050 1.784 1.350  -0.167
C: 0.026 0.808 0.643  -0.085
C: -0.017 -0.301 -0.268  0.058
C: -0.348 0.100 -1.680  -0.641
C: 0.217 -1.558 0.166  -0.408
C: 0.507 -1.864 1.419  0.732
O: 0.777 -2.296 2.464  -0.435
H: 0.089 2.653 1.966  0.242
H: -0.320 -0.756 -2.355  0.234
H: 0.362 0.869 -2.014  0.234
H: -1.344 0.562 -1.690  0.236

SMILES	C#CC(C)=C=C=O

***

Orbital gap in eV, matching the order above: 9.068 8.543
Energy relative to the best compared isomer or geometry (same formula, charge and spin) in eV, matching the order above: 2.6321 2.2250
LUMO in eV, matching the order above: 0.481 -0.724